Record 1
The following is a DFT calculation (ωB97M-V/def2-TZVPD) of C28H84HfN6O12 as an isolated structure at a distorted geometry.

Properties
Highest occupied orbital energy in hartree: -0.4464
M in g/mol: 875.5
E_LUMO in Eh: -0.3151
Charge: +2

The geometry in XYZ format:
```
131
Properties=species:S:1:pos:R:3:lowdin_charge:R:1
Hf -2.58 -2.73 -2.21 2.14
C -4.73 0.57 -3.44 -0.08
C -4.26 0.35 -2.01 -0.34
O -3.37 -0.72 -1.77 -0.39
H -4.05 0.46 -4.29 0.07
H -5.13 1.58 -3.54 0.09
H -5.65 0.02 -3.67 0.08
H -5.17 0.30 -1.41 0.12
H -3.65 1.22 -1.74 0.10
C 0.04 0.05 -1.38 -0.06
C -0.16 -1.15 -0.48 -0.32
O -0.70 -2.28 -1.10 -0.35
H 0.70 -0.22 -2.21 0.07
H 0.49 0.87 -0.82 0.07
H -0.87 0.47 -1.82 0.05
H -0.69 -0.79 0.41 0.10
H 0.83 -1.45 -0.12 0.10
O -0.74 -3.68 -3.50 -0.15
H 0.21 -3.47 -3.20 0.05
H -0.65 -4.04 -4.39 0.10
O 3.66 -1.00 -1.62 -0.05
H 4.14 -0.17 -1.49 0.06
H 2.81 -0.86 -1.18 0.00
O -3.07 -2.79 0.13 -0.15
H -2.79 -3.56 0.66 0.09
H -3.57 -2.18 0.78 0.06
O -1.56 -1.18 -3.57 -0.18
H -1.79 -0.24 -3.50 0.05
H -0.70 -1.20 -4.11 0.05
C 2.45 -0.08 -6.31 -0.05
C 1.30 -0.04 -5.33 -0.39
C 0.47 1.22 -5.37 -0.18
O -0.38 1.30 -4.25 -0.23
C -1.24 2.42 -4.20 -0.07
N 0.41 -1.24 -5.52 0.04
H 2.12 -0.01 -7.35 0.09
H 3.12 -0.94 -6.27 0.09
H 3.13 0.74 -6.05 0.09
H 1.71 -0.15 -4.32 0.13
H -0.08 1.34 -6.32 0.14
H 1.16 2.08 -5.35 0.14
H -1.77 2.52 -5.15 0.10
H -0.76 3.36 -3.90 0.10
H -1.98 2.24 -3.42 0.07
H 1.08 -1.98 -5.76 0.09
H -0.09 -1.10 -6.39 0.10
C 2.60 -4.48 -0.21 -0.04
C 2.36 -4.73 -1.71 -0.37
C 1.35 -5.86 -1.90 -0.24
O 1.81 -6.98 -1.20 -0.15
C 0.92 -8.07 -1.38 -0.10
N 1.84 -3.50 -2.35 0.05
H 3.14 -5.34 0.18 0.09
H 1.64 -4.39 0.31 0.08
H 3.17 -3.56 -0.09 0.08
H 3.34 -5.00 -2.11 0.15
H 1.08 -5.91 -2.96 0.12
H 0.42 -5.54 -1.39 0.12
H 0.61 -8.31 -2.39 0.09
H 0.06 -7.97 -0.71 0.09
H 1.44 -8.97 -1.06 0.10
H 1.12 -3.12 -1.72 0.03
H 2.56 -2.81 -2.14 0.06
C 2.54 5.00 3.58 -0.04
C 1.07 4.58 3.54 -0.43
C 0.90 3.08 3.41 -0.22
O 1.61 2.50 2.34 -0.18
C 1.52 1.11 2.38 -0.13
N 0.38 5.13 4.71 0.04
H 2.76 5.97 4.02 0.08
H 2.96 4.97 2.57 0.07
H 3.15 4.27 4.13 0.09
H 0.58 5.00 2.66 0.13
H -0.19 2.92 3.37 0.11
H 1.24 2.60 4.35 0.13
H 2.06 0.66 1.54 0.07
H 0.50 0.71 2.28 0.08
H 1.96 0.69 3.29 0.09
H 0.95 5.88 5.08 0.06
H -0.53 5.53 4.52 0.07
C -0.75 -2.70 6.67 -0.06
C 0.35 -1.92 5.96 -0.44
C 0.75 -2.64 4.68 -0.20
O 1.65 -1.78 3.99 -0.21
C 2.15 -2.34 2.79 -0.11
N -0.04 -0.53 5.78 0.07
H -1.68 -2.62 6.11 0.07
H -0.87 -2.32 7.68 0.08
H -0.51 -3.77 6.75 0.08
H 1.16 -1.84 6.69 0.14
H -0.14 -2.69 4.02 0.12
H 1.10 -3.66 4.86 0.13
H 3.03 -2.96 2.99 0.10
H 2.44 -1.52 2.14 0.07
H 1.40 -3.01 2.36 0.07
H 0.68 -0.01 5.29 0.06
H -0.89 -0.39 5.23 0.05
C 2.18 5.32 -2.85 -0.05
C 2.28 4.81 -1.42 -0.43
C 1.24 3.76 -1.10 -0.20
O 0.00 4.36 -0.74 -0.14
C -0.87 3.39 -0.26 -0.15
N 3.64 4.32 -1.19 0.03
H 1.32 5.95 -3.08 0.08
H 2.10 4.46 -3.52 0.07
H 3.09 5.84 -3.13 0.08
H 2.14 5.64 -0.71 0.14
H 1.56 3.13 -0.26 0.11
H 1.06 3.13 -1.98 0.11
H -0.63 2.72 0.57 0.07
H -1.10 2.75 -1.14 0.06
H -1.83 3.74 0.10 0.09
H 4.36 5.00 -1.40 0.07
H 3.77 4.10 -0.20 0.07
C -3.16 1.68 1.59 -0.03
C -3.04 0.24 2.10 -0.37
C -3.21 0.10 3.61 -0.20
O -2.18 0.76 4.33 -0.23
C -2.69 1.69 5.27 -0.08
N -4.08 -0.59 1.44 0.04
H -4.14 2.14 1.76 0.10
H -2.95 1.71 0.52 0.06
H -2.40 2.22 2.15 0.07
H -2.08 -0.24 1.89 0.12
H -3.10 -0.96 3.88 0.13
H -4.21 0.37 3.94 0.13
H -3.29 1.24 6.07 0.10
H -3.29 2.45 4.75 0.09
H -1.89 2.25 5.75 0.09
H -4.04 -0.35 0.45 0.04
H -5.00 -0.30 1.76 0.11
```


Record 2
The following is a DFT calculation (ωB97M-V/def2-TZVPD) of C36H37N4NiP2S as an isolated structure.

Properties
Highest occupied orbital energy (spin up / spin down) in hartree: -0.3736 / -0.3791
M in g/mol: 678.4
Multiplicity: 3
E_LUMO (spin up / spin down) in Eh: -0.1007 / -0.1163
Charge: +1

The geometry in XYZ format:
```
81
Properties=species:S:1:pos:R:3:lowdin_charge:R:1
Ni -0.21 0.28 0.30 0.15
C -1.79 4.10 4.18 -0.09
C -2.78 2.98 3.90 -0.27
N -2.18 1.66 3.89 0.00
C -1.62 1.04 2.84 -0.74
S -1.51 1.90 1.32 0.71
N -1.22 -0.20 3.07 0.02
N -0.71 -0.79 1.97 -0.07
C -0.40 -2.04 1.99 -0.26
C -0.53 -2.92 3.19 -0.02
C 0.08 -2.56 0.70 -0.22
C 0.46 -3.89 0.54 0.00
C 0.87 -4.33 -0.71 -0.03
C 0.89 -3.43 -1.77 -0.03
C 0.52 -2.12 -1.53 -0.10
N 0.14 -1.69 -0.33 0.03
H -2.31 5.06 4.22 0.08
H -1.05 4.16 3.38 0.05
H -1.28 3.95 5.13 0.07
H -3.28 3.14 2.94 0.09
H -3.56 2.97 4.66 0.12
H -2.22 1.10 4.73 0.15
H -0.91 -2.35 4.03 0.07
H 0.44 -3.35 3.46 0.09
H -1.21 -3.75 2.99 0.09
H 0.42 -4.57 1.37 0.12
H 1.16 -5.36 -0.86 0.12
H 1.20 -3.73 -2.76 0.11
H 0.53 -1.39 -2.32 0.09
C 1.68 2.79 -1.02 -0.33
C 1.85 2.76 0.50 -0.38
P 1.87 1.03 1.10 1.02
C 3.38 0.30 0.41 -0.37
C 3.42 -1.07 0.16 -0.10
C 4.55 -1.65 -0.40 -0.06
C 5.65 -0.87 -0.73 -0.07
C 5.62 0.50 -0.47 -0.06
C 4.50 1.08 0.11 -0.08
C 2.12 1.10 2.89 -0.34
C 2.95 0.18 3.53 -0.08
C 3.06 0.18 4.91 -0.07
C 2.36 1.11 5.66 -0.07
C 1.53 2.03 5.04 -0.07
C 1.40 2.02 3.66 -0.10
P 0.35 1.64 -1.62 1.03
C 1.08 0.90 -3.13 -0.37
C 2.38 0.40 -3.10 -0.10
C 2.89 -0.28 -4.19 -0.07
C 2.11 -0.48 -5.32 -0.07
C 0.82 0.01 -5.35 -0.07
C 0.30 0.70 -4.26 -0.08
C -0.96 2.71 -2.26 -0.39
C -2.29 2.39 -2.01 -0.12
C -3.32 3.16 -2.54 -0.06
C -3.01 4.26 -3.33 -0.06
C -1.69 4.59 -3.59 -0.07
C -0.67 3.81 -3.07 -0.09
H 2.61 2.49 -1.51 0.07
H 1.45 3.80 -1.35 0.08
H 1.00 3.23 0.99 0.05
H 2.75 3.30 0.81 0.09
H 2.57 -1.69 0.40 0.09
H 4.57 -2.72 -0.59 0.11
H 6.52 -1.32 -1.17 0.11
H 6.48 1.11 -0.71 0.11
H 4.50 2.14 0.31 0.11
H 3.51 -0.54 2.94 0.10
H 3.72 -0.53 5.39 0.11
H 2.46 1.11 6.74 0.11
H 0.98 2.75 5.62 0.10
H 0.74 2.73 3.18 0.07
H 3.00 0.51 -2.21 0.08
H 3.91 -0.66 -4.16 0.11
H 2.51 -1.01 -6.17 0.11
H 0.20 -0.13 -6.23 0.11
H -0.71 1.08 -4.30 0.11
H -2.53 1.53 -1.38 0.07
H -4.35 2.91 -2.33 0.11
H -3.81 4.87 -3.73 0.11
H -1.45 5.44 -4.21 0.11
H 0.36 4.06 -3.30 0.11
```


Record 3
The following is a DFT calculation (ωB97M-V/def2-TZVPD) of an isolated ion of composition C7H18N4 and charge +2 at a distorted geometry.

Properties
Highest occupied orbital energy (spin up / spin down) in hartree: -0.6723 / -0.6723
M in g/mol: 158.2
E_LUMO (spin up / spin down) in Eh: -0.3688 / -0.3687
SMILES: CC/N=[N+](/C=[NH+]/CC)NCC
Charge: +2

The geometry in XYZ format:
```
29
Properties=species:S:1:pos:R:3:lowdin_charge:R:1
C 0.25 -0.08 -3.35 -0.03
C -1.02 -0.40 -2.47 -0.15
N -1.00 -0.38 -1.06 0.14
N -0.04 -0.52 -0.32 -0.05
C -0.25 -0.45 1.23 0.17
N -1.35 -0.09 1.72 0.17
C -1.73 0.16 3.08 -0.19
C -2.88 0.96 3.34 -0.05
N 1.22 -0.95 -0.60 0.06
C 2.36 -0.25 0.04 -0.19
C 2.96 0.65 -1.01 -0.05
H 1.00 -0.87 -3.35 0.07
H 0.06 0.13 -4.34 0.06
H 0.59 0.91 -3.03 0.09
H -1.39 -1.40 -2.67 0.15
H -1.73 0.42 -2.71 0.15
H 0.59 -0.65 1.83 0.15
H -1.99 0.13 1.02 0.15
H -1.74 -0.79 3.58 0.16
H -0.86 0.70 3.49 0.16
H -3.78 0.53 3.74 0.10
H -2.61 1.66 4.11 0.10
H -3.08 1.65 2.52 0.11
H 1.51 -1.09 -1.61 0.16
H 3.00 -1.16 0.22 0.16
H 2.16 0.22 1.01 0.12
H 2.32 1.46 -1.15 0.07
H 3.80 1.17 -0.62 0.10
H 3.06 0.19 -1.95 0.07
```


Record 4
The following is a DFT calculation (ωB97M-V/def2-TZVPD) of C19H21N3O4ReS as an isolated structure.

Properties
Highest occupied orbital energy in hartree: -0.6734
M in g/mol: 573.7
E_LUMO in Eh: -0.4178
Charge: +3

The geometry in XYZ format:
```
49
Properties=species:S:1:pos:R:3:lowdin_charge:R:1
Re -0.52 0.19 -0.26 1.41
O -2.58 2.98 1.99 0.29
C -1.89 1.99 1.57 -0.36
O -1.61 1.81 0.35 -0.06
C -1.42 1.00 2.53 -0.14
C -1.67 0.90 3.88 0.11
C -1.17 -0.23 4.55 0.07
C -0.49 -1.21 3.84 0.11
C -0.29 -1.03 2.48 -0.12
N -0.73 0.06 1.86 0.02
C 0.33 -1.99 1.52 -0.43
O 0.85 -3.01 1.78 0.26
O 0.22 -1.49 0.22 -0.23
H -2.89 3.58 1.28 0.20
H -2.23 1.67 4.40 0.16
H -1.34 -0.35 5.61 0.15
H -0.12 -2.11 4.32 0.16
C -2.61 0.85 -5.68 -0.05
C -1.67 1.69 -4.82 -0.21
N -0.35 1.03 -4.65 0.07
C 0.04 0.22 -3.70 -0.62
S -1.11 -0.22 -2.39 0.81
N 1.21 -0.39 -3.69 0.04
C 2.20 -0.30 -4.79 -0.18
C 1.83 -1.19 -5.97 -0.05
H -3.59 1.32 -5.70 0.10
H -2.72 -0.16 -5.28 0.08
H -2.24 0.78 -6.70 0.09
H -2.08 1.88 -3.83 0.09
H -1.46 2.65 -5.27 0.13
H 0.28 1.11 -5.44 0.15
H 1.38 -1.05 -2.95 0.14
H 3.15 -0.59 -4.35 0.13
H 2.30 0.75 -5.07 0.12
H 1.82 -2.24 -5.68 0.09
H 2.58 -1.07 -6.76 0.10
H 0.86 -0.94 -6.39 0.08
C 0.96 1.10 -0.51 -0.12
C 2.16 1.79 -0.59 -0.28
C 3.35 1.13 -0.21 0.01
C 4.54 1.83 -0.26 -0.01
C 4.53 3.16 -0.68 0.02
C 3.36 3.81 -1.07 -0.02
C 2.16 3.13 -1.03 0.00
H 3.33 0.10 0.12 0.13
H 5.46 1.35 0.03 0.13
H 5.46 3.70 -0.72 0.14
H 3.39 4.84 -1.39 0.13
H 1.23 3.61 -1.31 0.13
```


Record 5
The following is a DFT calculation (ωB97M-V/def2-TZVPD) of a 2-piece molecular cluster, C7H6ClNO overall at a distorted geometry.

Properties
Highest occupied orbital energy in hartree: -0.3174
M in g/mol: 155.6
E_LUMO in Eh: 0.0076
SMILES: C=C(Cl)C#N.c1ccoc1

The geometry in XYZ format:
```
16
Properties=species:S:1:pos:R:3:lowdin_charge:R:1
C -0.02 3.13 -0.07 0.03
C -0.99 2.26 -0.25 -0.80
Cl -1.24 1.20 -1.54 0.82
C -1.97 2.20 0.75 -0.31
N -2.82 2.13 1.50 0.20
H -0.04 3.70 0.84 0.08
H 0.71 3.53 -0.75 0.08
C -1.22 -1.40 0.94 -0.05
C -0.80 -0.35 1.77 -0.11
C 0.31 0.17 1.21 -0.22
O 0.67 -0.49 0.10 -0.04
C -0.28 -1.45 -0.09 -0.15
H -2.09 -1.94 0.93 0.08
H -1.43 -0.02 2.54 0.09
H 1.06 0.84 1.82 0.18
H -0.23 -2.18 -0.91 0.13
```


Record 6
The following is a DFT calculation (ωB97M-V/def2-TZVPD) of C19H24O6STi as an isolated structure.

Properties
Highest occupied orbital energy (spin up / spin down) in hartree: -0.1266 / -0.1256
M in g/mol: 428.3
Multiplicity: 2
E_LUMO (spin up / spin down) in Eh: 0.0904 / 0.0903
Charge: -1

The geometry in XYZ format:
```
51
Properties=species:S:1:pos:R:3:lowdin_charge:R:1
Ti -0.13 -0.09 0.94 1.08
C -2.32 -2.71 3.08 -0.06
C -1.46 -1.48 2.78 -0.60
C -1.18 -0.75 4.08 -0.09
C -1.75 0.41 4.43 -0.11
C -2.68 1.09 3.55 -0.14
C -2.86 0.61 2.30 -0.14
C -2.14 -0.53 1.78 -0.25
H -2.52 -3.26 2.16 0.07
H -3.28 -2.41 3.52 0.08
H -1.81 -3.38 3.78 0.07
H -0.50 -1.25 4.77 0.10
H -1.52 0.84 5.39 0.09
H -3.16 2.00 3.88 0.08
H -3.53 1.13 1.62 0.10
H -2.68 -1.07 0.99 0.09
C 3.36 0.71 3.29 -0.01
C 2.62 1.05 2.01 -0.51
C 3.53 1.71 0.98 0.00
O 2.13 -0.16 1.40 -0.09
C 1.44 2.01 2.32 -0.58
O 1.69 3.05 2.91 0.05
O 0.28 1.62 1.94 -0.09
H 4.21 0.06 3.07 0.09
H 2.69 0.20 4.00 0.09
H 3.71 1.62 3.76 0.09
H 4.40 1.08 0.80 0.09
H 3.84 2.68 1.35 0.09
H 2.98 1.83 0.04 0.08
H 1.92 -0.83 2.08 0.06
C -0.11 -1.88 2.13 -0.18
H 0.63 -2.19 2.87 0.05
H -0.26 -2.69 1.41 0.06
C -1.00 0.40 -7.61 -0.06
C -0.64 0.22 -6.16 -0.28
C -0.67 -1.04 -5.56 -0.04
C -0.35 -1.20 -4.23 -0.05
C 0.01 -0.10 -3.47 -0.26
C 0.04 1.16 -4.05 -0.05
C -0.27 1.31 -5.38 -0.04
S 0.43 -0.31 -1.76 0.46
O 1.06 0.92 -1.29 -0.32
O 1.21 -1.51 -1.68 -0.29
O -0.88 -0.44 -1.05 -0.39
H -1.07 -0.57 -8.12 0.07
H -0.25 1.00 -8.13 0.08
H -1.96 0.90 -7.72 0.08
H -0.94 -1.91 -6.15 0.11
H -0.35 -2.18 -3.77 0.12
H 0.33 2.01 -3.44 0.11
H -0.23 2.30 -5.83 0.11
```


Record 7
The following is a DFT calculation (ωB97M-V/def2-TZVPD) of C5H3BiLiO3 as an isolated structure at a distorted geometry.

Properties
Highest occupied orbital energy (spin up / spin down) in hartree: -0.6348 / -0.6032
M in g/mol: 327.0
Multiplicity: 2
E_LUMO (spin up / spin down) in Eh: -0.3624 / -0.3858
Charge: +2

The geometry in XYZ format:
```
13
Properties=species:S:1:pos:R:3:lowdin_charge:R:1
O -2.87 -1.59 0.18 0.00
C -2.98 -0.42 0.55 -0.15
C -1.96 0.63 0.46 -0.20
C -2.27 1.79 1.14 0.24
H -3.91 -0.13 1.07 0.16
H -1.80 2.73 0.87 0.11
H -3.10 1.82 1.86 0.12
O -0.73 -0.38 -1.40 -0.40
C -0.78 0.53 -0.38 -0.19
Li -1.53 -2.14 -1.00 0.80
C 0.61 1.51 -0.24 0.04
O 1.57 1.40 -1.00 -0.31
Bi 1.37 -0.04 -2.45 1.77
```


Record 8
The following is a DFT calculation (ωB97M-V/def2-TZVPD) of a 2-piece molecular cluster, C2H4O3P overall at a distorted geometry.

Properties
Highest occupied orbital energy in hartree: -0.1636
M in g/mol: 107.0
E_LUMO in Eh: 0.1530
Charge: -1

The geometry in XYZ format:
```
10
Properties=species:S:1:pos:R:3:lowdin_charge:R:1
C 0.76 0.17 1.05 -0.20
C -0.04 -0.81 0.37 -0.31
O 2.69 -0.89 -0.79 -0.38
O 0.61 1.81 -0.50 -0.38
O 3.35 1.28 0.32 -0.39
P 2.29 0.26 0.05 0.47
H -1.11 -0.70 0.69 0.07
H 0.23 -1.71 1.01 0.10
H 0.17 -0.93 -0.66 0.04
H 1.29 2.26 0.13 -0.02
```


Record 9
The following is a DFT calculation (ωB97M-V/def2-TZVPD) of C36H30Br2InN3O4PS as an isolated structure.

Properties
Highest occupied orbital energy in hartree: -0.1758
M in g/mol: 906.3
E_LUMO in Eh: 0.0882
Charge: -1

The geometry in XYZ format:
```
78
Properties=species:S:1:pos:R:3:lowdin_charge:R:1
In 2.31 -0.27 0.65 0.71
C -2.14 -0.59 3.36 -0.06
C -3.21 -0.03 2.47 -0.27
C -4.48 0.19 2.98 -0.06
C -5.52 0.67 2.19 -0.10
C -5.28 0.92 0.85 -0.10
C -4.01 0.71 0.32 -0.10
C -2.96 0.24 1.11 -0.31
P -1.24 -0.02 0.46 1.16
C -1.41 0.77 -1.20 -0.32
C -1.48 2.16 -1.06 -0.13
C -1.59 3.02 -2.14 -0.08
C -1.58 2.48 -3.42 -0.08
C -1.50 1.11 -3.58 -0.06
C -1.41 0.23 -2.50 -0.24
C -1.36 -1.24 -2.82 -0.04
C -1.30 -1.84 0.24 -0.32
C -2.51 -2.48 -0.06 -0.11
C -2.59 -3.84 -0.27 -0.10
C -1.44 -4.60 -0.19 -0.09
C -0.24 -3.99 0.14 -0.07
C -0.13 -2.61 0.41 -0.30
C 1.21 -2.15 0.93 -0.20
H -2.40 -0.45 4.41 0.07
H -1.16 -0.15 3.17 0.04
H -2.02 -1.67 3.19 0.09
H -4.67 -0.02 4.03 0.10
H -6.50 0.84 2.61 0.09
H -6.07 1.28 0.21 0.10
H -3.84 0.90 -0.73 0.10
H -1.45 2.58 -0.05 0.11
H -1.64 4.09 -1.98 0.10
H -1.63 3.13 -4.29 0.10
H -1.49 0.69 -4.58 0.11
H -1.08 -1.38 -3.86 0.08
H -2.32 -1.72 -2.66 0.08
H -0.63 -1.78 -2.20 0.05
H -3.41 -1.88 -0.14 0.10
H -3.55 -4.30 -0.49 0.10
H -1.47 -5.67 -0.37 0.10
H 0.66 -4.60 0.22 0.11
H 1.98 -2.89 0.70 0.04
H 1.13 -2.08 2.02 0.05
C 1.99 -2.52 -2.36 -0.01
C 2.01 -1.08 -2.80 -0.30
C 2.13 -0.76 -4.17 -0.01
C 2.20 0.55 -4.56 -0.03
C 2.19 1.57 -3.59 -0.19
C 2.28 2.96 -3.86 -0.63
Br 2.42 3.58 -5.66 0.71
C 2.26 3.87 -2.85 -0.19
C 2.13 3.45 -1.52 -0.60
Br 2.02 4.76 -0.16 0.75
C 2.00 2.12 -1.15 -0.42
O 1.82 1.74 0.06 -0.18
C 2.05 1.16 -2.24 -0.14
N 1.95 -0.14 -1.89 0.14
H 1.81 -3.18 -3.20 0.08
H 1.23 -2.68 -1.60 0.04
H 2.96 -2.77 -1.91 0.08
H 2.16 -1.55 -4.90 0.11
H 2.29 0.81 -5.60 0.08
H 2.34 4.93 -3.07 0.09
O 1.27 -0.07 2.92 -0.24
N 1.88 0.45 3.96 -0.21
C 1.25 0.42 5.16 -0.03
C 1.81 0.96 6.29 -0.08
C 3.05 1.59 6.18 -0.10
C 3.68 1.62 4.96 -0.10
C 3.12 1.00 3.82 -0.64
S 3.92 0.93 2.32 0.76
H 0.30 -0.08 5.14 0.12
H 1.28 0.89 7.23 0.10
H 3.51 2.06 7.04 0.10
H 4.64 2.10 4.83 0.10
O 4.37 0.20 -0.53 -0.20
N 4.91 -0.91 -0.45 -0.20
O 4.18 -1.76 0.12 -0.20
```


Record 10
The following is a DFT calculation (ωB97M-V/def2-TZVPD) of a 2-piece molecular cluster, C4H11N2O2 overall at a distorted geometry.

Properties
Highest occupied orbital energy in hartree: -0.5169
M in g/mol: 119.1
E_LUMO in Eh: -0.1739
Charge: +1

The geometry in XYZ format:
```
19
Properties=species:S:1:pos:R:3:lowdin_charge:R:1
N -2.75 1.04 0.44 0.16
C -1.60 0.77 1.15 -0.66
O -0.52 1.43 0.66 0.09
O -1.48 0.00 2.06 0.11
H -3.57 0.70 0.92 0.12
H -2.76 0.80 -0.54 0.11
H -0.83 2.11 0.05 0.11
C 2.46 0.32 -1.91 -0.06
C 2.31 -1.06 -1.30 -0.18
C 0.51 -1.41 0.30 0.18
N 0.92 -1.31 -0.90 0.05
H 1.88 0.41 -2.83 0.09
H 2.21 1.14 -1.24 0.08
H 3.51 0.46 -2.19 0.09
H 2.56 -1.80 -2.06 0.14
H 2.94 -1.21 -0.43 0.13
H -0.54 -1.61 0.50 0.12
H 1.28 -1.44 1.05 0.14
H 0.25 -1.18 -1.65 0.18
```


What is the M in the sixth record?
428.3 g/mol